Entry 1:
DFT (ωB97M-V/def2-TZVPD) results for a cluster of 5 separate species, C15H30O15 in total.

Output
SMILES	COC(=O)OC.COC(=O)OC.COC(=O)OC.COC(=O)OC.COC(=O)OC
HOMO-LUMO gap	11.135	eV

Structure (ORCA input):
```
! RIJCOSX wB97M-V def2-TZVPD def2/J DEFGRID3
* xyz 0 1
C 0.898 -3.414 -1.601
O 0.391 -2.324 -0.852
C 0.844 -2.244 0.415
O 1.621 -2.993 0.926
O 0.326 -1.214 1.070
C -0.572 -0.332 0.422
H 1.986 -3.433 -1.671
H 0.536 -3.228 -2.615
H 0.541 -4.398 -1.309
H -0.743 0.525 1.066
H -1.537 -0.832 0.304
H -0.205 0.014 -0.542
C 4.675 2.487 -6.107
O 4.062 1.273 -5.676
C 4.354 0.899 -4.436
O 5.181 1.403 -3.725
O 3.551 -0.112 -4.108
C 3.830 -0.767 -2.848
H 4.523 2.529 -7.181
H 5.757 2.441 -5.956
H 4.267 3.341 -5.576
H 4.333 -0.083 -2.171
H 4.447 -1.636 -3.058
H 2.848 -1.036 -2.471
C -5.599 4.052 2.246
O -5.484 2.766 2.850
C -4.292 2.307 3.237
O -4.178 1.291 3.856
O -3.286 3.083 2.818
C -1.993 2.743 3.323
H -6.612 4.401 2.435
H -5.391 3.994 1.181
H -4.942 4.778 2.726
H -2.054 2.333 4.327
H -1.391 3.647 3.338
H -1.527 2.020 2.656
C 3.900 -0.861 1.879
O 4.858 -0.310 2.789
C 4.365 0.584 3.639
O 3.287 1.105 3.554
O 5.278 0.825 4.588
C 4.835 1.558 5.714
H 3.595 -0.159 1.103
H 3.007 -1.145 2.435
H 4.352 -1.739 1.435
H 3.855 1.218 6.056
H 4.793 2.623 5.497
H 5.538 1.346 6.516
C -7.218 -3.110 -1.307
O -6.270 -2.068 -1.448
C -5.096 -2.435 -1.954
O -4.841 -3.509 -2.421
O -4.247 -1.415 -1.825
C -2.934 -1.656 -2.314
H -7.496 -3.512 -2.282
H -8.092 -2.663 -0.844
H -6.834 -3.916 -0.684
H -2.324 -2.161 -1.572
H -2.505 -0.689 -2.576
H -2.969 -2.188 -3.266
*
```

Entry 2:
DFT (ωB97M-V/def2-TZVPD) results for a structure of composition C15H31AuNO2SbSi3.

Output
HOMO-LUMO gap	7.965	eV

Structure (ORCA input):
```
! RIJCOSX wB97M-V def2-TZVPD def2/J DEFGRID3
* xyz 0 1
Au -0.224 0.622 -2.289
O 1.602 -3.292 -3.102
C 1.027 -2.228 -2.875
O 1.431 -1.213 -2.258
C -0.423 -2.159 -3.427
C -1.109 -3.340 -3.698
C -2.435 -3.290 -4.071
C -3.050 -2.051 -4.217
C -2.300 -0.921 -3.976
N -1.022 -0.975 -3.573
H -0.558 -4.264 -3.601
H -2.989 -4.202 -4.252
H -4.086 -1.959 -4.509
H -2.723 0.065 -4.113
C -1.134 3.880 0.511
Si 0.422 3.072 1.139
C 0.496 3.182 2.996
C 1.910 3.892 0.377
Sb 0.365 0.711 0.199
Si -1.630 -0.427 1.290
C -3.153 0.252 0.464
C -1.497 -2.249 0.938
C -1.690 -0.104 3.123
Si 2.491 -0.542 0.816
C 2.752 -0.103 2.611
C 2.308 -2.365 0.605
C 3.817 0.177 -0.252
H -1.110 4.951 0.727
H -2.028 3.463 0.976
H -1.223 3.746 -0.567
H 0.525 4.235 3.287
H 1.383 2.695 3.401
H -0.376 2.725 3.463
H 1.908 4.960 0.606
H 1.895 3.774 -0.707
H 2.846 3.469 0.746
H -3.116 0.058 -0.610
H -3.253 1.329 0.603
H -4.043 -0.232 0.873
H -1.266 -2.431 -0.115
H -2.449 -2.735 1.167
H -0.721 -2.727 1.533
H -1.901 0.943 3.337
H -0.754 -0.367 3.617
H -2.487 -0.708 3.565
H 1.884 -0.363 3.219
H 2.944 0.962 2.737
H 3.611 -0.651 3.005
H 1.516 -2.770 1.233
H 3.250 -2.831 0.905
H 2.104 -2.617 -0.436
H 3.912 1.253 -0.096
H 3.575 -0.009 -1.299
H 4.778 -0.293 -0.028
*
```

Entry 3:
DFT (ωB97M-V/def2-TZVPD) results for a structure of composition C15H31BBeIO3.

Output
HOMO-LUMO gap	5.114	eV

Structure (ORCA input):
```
! RIJCOSX wB97M-V def2-TZVPD def2/J DEFGRID3
* xyz 1 1
C 1.160 -3.864 -1.075
C 0.047 -2.966 -0.535
C 0.079 -1.615 -1.246
C -0.680 -1.703 -2.576
C -0.376 -0.436 -0.391
O -0.574 0.790 -1.016
C 0.531 1.237 -1.803
C 0.741 2.764 -1.704
C -0.422 3.491 -1.041
C 2.121 3.034 -1.079
C 2.357 4.506 -0.719
C 3.198 2.646 -2.119
C 0.507 -0.124 0.883
O -0.467 0.222 1.864
B -1.443 -0.825 1.652
C -2.768 -0.741 2.585
C -2.436 -1.625 3.686
C -3.164 -2.956 3.774
I -2.526 -0.577 5.581
O -1.582 -0.860 0.257
H 1.079 -3.997 -2.148
H 2.127 -3.406 -0.876
H 1.172 -4.837 -0.595
H 0.223 -2.845 0.528
H -0.895 -3.485 -0.679
H 1.123 -1.424 -1.505
H -0.106 -2.351 -3.229
H -0.755 -0.748 -3.078
H -1.664 -2.118 -2.392
H 0.329 0.970 -2.838
H 1.446 0.720 -1.522
H 0.798 3.125 -2.729
H -0.881 2.939 -0.228
H -0.164 4.482 -0.686
H -1.201 3.629 -1.787
H 2.263 2.450 -0.171
H 1.978 5.125 -1.528
H 1.883 4.779 0.217
H 3.425 4.667 -0.633
H 3.586 3.535 -2.604
H 2.802 2.015 -2.912
H 4.010 2.101 -1.649
H 1.117 0.769 0.819
H 1.161 -0.947 1.186
H -0.744 -1.894 2.004
H -3.704 -1.051 2.136
H -2.912 0.295 2.876
H -1.336 -1.898 3.547
H -3.413 -3.331 2.790
H -2.505 -3.684 4.244
H -4.028 -2.872 4.419
Be -0.515 -1.113 4.048
*
```

Entry 4:
DFT (ωB97M-V/def2-TZVPD) results for a cluster of 5 separate species, C15H31BBr8FNO6S in total.

Output
SMILES	COB(O)N(CCCCOC(C)=O)S(=O)(=O)F.BrCCBr.BrCCBr.BrCCBr.BrCCBr
HOMO-LUMO gap	8.545	eV

Structure (ORCA input):
```
! RIJCOSX wB97M-V def2-TZVPD def2/J DEFGRID3
* xyz 0 1
C -0.851 0.766 0.728
O -0.567 0.884 -0.709
B 0.434 -0.090 -1.175
O -0.078 -1.163 -2.100
N 1.896 -0.169 -0.807
C 2.174 -1.025 0.404
C 3.205 -2.284 0.140
C 4.793 -1.879 0.136
C 5.451 -1.768 1.653
O 6.526 -2.763 1.793
C 7.860 -2.148 1.724
C 8.623 -1.425 3.025
O 8.599 -2.164 0.582
S 2.715 1.360 -0.794
O 3.324 1.597 -2.231
O 3.963 1.417 0.172
F 1.758 2.725 -0.403
H -1.226 1.841 1.088
H 0.070 0.509 1.402
H -1.741 0.032 0.933
H -0.685 -1.789 -1.587
H 2.467 -0.365 1.352
H 1.132 -1.526 0.704
H 3.027 -3.049 1.038
H 2.907 -2.822 -0.870
H 4.984 -0.895 -0.477
H 5.363 -2.741 -0.463
H 4.644 -2.005 2.497
H 5.930 -0.699 1.855
H 8.003 -0.509 3.432
H 8.836 -2.236 3.866
H 9.681 -1.025 2.680
Br -2.618 -3.554 -1.220
C -3.375 -3.634 0.575
C -3.155 -2.338 1.320
Br -1.318 -2.193 1.957
H -2.930 -4.501 1.071
H -4.443 -3.816 0.425
H -3.772 -2.303 2.222
H -3.354 -1.450 0.714
Br -9.147 -1.738 -0.136
C -8.056 -2.027 -1.726
C -6.627 -2.354 -1.357
Br -5.654 -0.754 -0.815
H -8.150 -1.130 -2.345
H -8.523 -2.870 -2.243
H -6.083 -2.738 -2.225
H -6.545 -3.071 -0.536
Br -4.267 3.131 1.836
C -6.006 2.672 1.083
C -7.068 3.654 1.520
Br -7.626 3.319 3.359
H -6.220 1.641 1.378
H -5.866 2.713 -0.001
H -7.975 3.534 0.922
H -6.741 4.697 1.471
Br 2.537 7.201 -2.730
C 2.153 5.306 -2.987
C 3.355 4.574 -3.538
Br 3.583 4.925 -5.443
H 1.273 5.244 -3.633
H 1.895 4.931 -1.993
H 3.215 3.492 -3.463
H 4.293 4.850 -3.048
*
```

Entry 5:
DFT (ωB97M-V/def2-TZVPD) results for a structure of composition C15H31BF4P2Ti.

Output
HOMO-LUMO gap (spin up / spin down)	6.275 / 7.777	eV

Structure (ORCA input):
```
! RIJCOSX wB97M-V def2-TZVPD def2/J DEFGRID3
* xyz 0 3
P -0.608 -3.270 -5.856
P -0.115 0.036 -5.084
C -0.577 -1.825 -6.991
C 0.538 -0.884 -6.541
H -1.581 -1.381 -6.874
H -0.528 -2.202 -8.027
H 1.435 -1.388 -6.136
H 0.837 -0.280 -7.414
C -1.704 0.786 -5.810
H -1.722 1.867 -5.620
H -2.604 0.338 -5.354
H -1.696 0.608 -6.897
C 0.853 1.534 -5.691
H 0.835 1.584 -6.794
H 1.905 1.415 -5.385
H 0.471 2.493 -5.299
C -1.666 -4.442 -6.759
H -1.908 -5.254 -6.060
H -1.108 -4.856 -7.619
H -2.626 -3.986 -7.064
C 1.128 -4.113 -5.918
H 1.931 -3.428 -6.237
H 1.022 -4.935 -6.651
H 1.433 -4.589 -4.928
Ti -0.054 -3.571 -3.749
C 1.010 2.410 -0.283
C -0.202 2.949 -0.523
C -0.737 3.666 -1.753
C -1.395 2.813 -2.878
C -0.822 1.439 -2.982
C 0.536 1.355 -2.806
C 1.636 2.315 -2.757
C 2.144 2.412 -1.275
C 0.567 -2.070 -2.399
H 1.217 1.900 0.675
H -0.907 3.029 0.308
H 0.022 4.310 -2.201
H -1.527 4.295 -1.327
H -2.475 2.741 -2.628
H -1.360 3.319 -3.851
H -1.545 0.600 -3.011
H 0.877 0.414 -2.330
H 1.513 3.304 -3.234
H 2.452 1.851 -3.332
H 2.793 1.535 -1.045
H 2.827 3.288 -1.206
H 0.680 -1.228 -3.116
H 1.451 -2.362 -1.824
H -0.324 -1.888 -1.765
F -1.238 -4.853 -3.097
B -0.275 0.600 2.688
F -1.088 1.634 2.401
F 0.045 0.335 3.964
F 0.214 -0.160 1.689
*
```

Entry 6:
DFT (ωB97M-V/def2-TZVPD) results for a structure of composition C15H31BaClP2.

Output
HOMO-LUMO gap (spin up / spin down)	2.425 / 2.425	eV

Structure (ORCA input):
```
! RIJCOSX wB97M-V def2-TZVPD def2/J DEFGRID3
* xyz 0 1
P 4.403 -2.688 -1.985
P 2.303 -5.170 -1.194
C 4.989 -4.405 -1.496
C 4.046 -5.581 -1.852
H 5.127 -4.344 -0.397
H 5.993 -4.528 -1.921
H 4.010 -5.790 -2.952
H 4.423 -6.495 -1.359
C 2.466 -6.110 0.374
H 1.538 -5.970 0.947
H 3.304 -5.717 0.971
H 2.617 -7.185 0.190
C 0.827 -5.953 -1.928
H 0.247 -6.228 -1.031
H 0.977 -6.857 -2.534
H 0.200 -5.223 -2.482
C 5.857 -1.795 -1.315
H 5.714 -0.706 -1.381
H 6.733 -2.074 -1.920
H 6.070 -2.045 -0.267
C 4.672 -2.074 -3.731
H 4.258 -2.590 -4.630
H 5.758 -2.030 -3.881
H 4.269 -1.044 -3.719
Ba 2.274 -3.762 -3.589
C 2.079 -2.906 1.391
C 3.224 -3.162 2.036
C 4.094 -2.145 2.688
C 3.823 -0.632 2.393
C 4.189 -0.167 1.052
C 3.385 -0.193 -0.054
C 2.276 -1.026 -0.157
C 1.489 -1.588 0.982
C 0.584 0.084 -2.156
H 1.513 -3.741 0.956
H 3.590 -4.196 2.128
H 5.161 -2.364 2.477
H 3.934 -2.253 3.774
H 2.832 -0.351 2.776
H 4.541 -0.127 3.059
H 5.210 0.222 0.967
H 3.727 0.307 -0.956
H 2.371 -1.762 -0.980
H 1.052 -0.248 -1.208
H 1.284 -0.870 1.787
H 0.504 -1.830 0.545
H 1.170 -0.376 -2.961
H 0.622 1.174 -2.202
H -0.448 -0.266 -2.199
Cl -0.352 -2.952 -3.951
*
```

Entry 7:
DFT (ωB97M-V/def2-TZVPD) results for a cluster of 5 separate species, C15H31NO7 in total.

Output
SMILES	COCNC(=O)O.CC(C)=O.CC(C)=O.CC(C)=O.CC(C)=O
HOMO-LUMO gap	10.004	eV

Structure (ORCA input):
```
! RIJCOSX wB97M-V def2-TZVPD def2/J DEFGRID3
* xyz 0 1
C 1.384 -0.190 -0.416
O 0.005 -0.334 0.078
C -0.697 0.960 0.159
N -1.685 1.221 -0.956
C -2.996 0.490 -0.767
O -4.011 0.825 -1.611
O -3.277 -0.577 0.206
H 2.191 0.005 0.408
H 1.669 -1.222 -0.927
H 1.521 0.638 -1.236
H 0.149 1.797 0.060
H -1.139 1.087 1.246
H -1.272 1.085 -1.904
H -3.135 -1.462 -0.279
C -1.649 3.920 4.265
C -0.488 2.996 4.010
O -0.243 2.576 2.880
C 0.360 2.605 5.191
H -2.171 4.116 3.322
H -2.349 3.454 4.963
H -1.286 4.870 4.667
H -0.251 2.081 5.930
H 0.812 3.496 5.634
H 1.159 1.935 4.857
C -3.580 -4.606 2.242
C -2.392 -4.111 1.462
O -2.354 -4.193 0.235
C -1.251 -3.511 2.241
H -4.325 -5.013 1.549
H -3.271 -5.399 2.927
H -4.032 -3.779 2.795
H -0.838 -4.255 2.926
H -1.600 -2.636 2.794
H -0.464 -3.198 1.547
C -2.335 -0.944 -4.159
C -0.904 -0.625 -4.499
O -0.258 0.191 -3.843
C -0.293 -1.344 -5.672
H -2.643 -0.352 -3.290
H -2.983 -0.691 -5.002
H -2.431 -2.004 -3.911
H -0.849 -1.108 -6.583
H -0.297 -2.421 -5.491
H 0.744 -1.014 -5.799
C 4.438 1.876 -2.023
C 5.020 1.337 -0.743
O 4.307 1.082 0.226
C 6.509 1.123 -0.695
H 3.353 1.979 -1.912
H 4.863 2.859 -2.239
H 4.642 1.184 -2.843
H 7.027 2.073 -0.852
H 6.805 0.398 -1.456
H 6.788 0.731 0.289
*
```

Entry 8:
DFT (ωB97M-V/def2-TZVPD) results for a structure of composition C15H31O16Tl.

Output
HOMO-LUMO gap	2.243	eV

Structure (ORCA input):
```
! RIJCOSX wB97M-V def2-TZVPD def2/J DEFGRID3
* xyz 2 1
Tl -1.414 1.447 -3.056
O -0.403 0.384 -0.619
H -0.325 0.747 0.285
C 2.360 -0.955 1.521
O 3.567 -1.463 1.937
C 4.718 -0.783 1.777
O 4.827 0.345 1.348
O 5.735 -1.563 2.217
C 7.024 -1.130 2.114
H 1.617 -1.744 1.636
H 2.349 -0.463 0.548
H 2.146 -0.134 2.205
H 7.478 -0.804 3.050
H 7.202 -0.349 1.375
H 7.609 -1.995 1.801
C -0.846 -0.818 3.152
O -0.133 0.019 4.024
C -0.630 1.199 4.583
O -1.798 1.655 4.503
O 0.355 1.714 5.342
C 0.118 2.740 6.300
H -0.472 -1.835 3.040
H -0.829 -0.242 2.227
H -1.878 -0.889 3.495
H 1.146 3.018 6.530
H -0.315 2.455 7.259
H -0.288 3.682 5.933
C 1.839 -2.081 -1.442
O 1.696 -2.713 -2.735
C 1.096 -2.066 -3.774
O 0.589 -0.949 -3.709
O 1.073 -2.907 -4.926
C 0.407 -2.495 -6.136
H 0.962 -1.992 -0.800
H 2.185 -1.054 -1.566
H 2.667 -2.523 -0.887
H 0.775 -1.571 -6.580
H -0.678 -2.434 -6.051
H 0.483 -3.328 -6.835
C -2.384 -2.409 -0.219
O -2.985 -3.049 -1.392
C -2.980 -2.432 -2.609
O -2.353 -1.455 -2.988
O -3.656 -3.257 -3.391
C -3.856 -2.923 -4.758
H -2.881 -2.838 0.651
H -2.523 -1.329 -0.266
H -1.306 -2.567 -0.178
H -4.552 -2.095 -4.896
H -4.308 -3.783 -5.253
H -2.905 -2.690 -5.236
C -0.339 3.458 1.490
O -1.372 4.317 1.211
C -2.078 4.310 0.042
O -1.944 3.544 -0.884
O -3.013 5.194 0.030
C -3.925 5.476 -1.072
H -0.473 2.493 1.002
H -0.272 3.274 2.562
H 0.551 3.955 1.103
H -3.409 5.780 -1.983
H -4.536 6.300 -0.704
H -4.511 4.599 -1.348
*
```

Record-wise calculated total energy values, in a.u.: -1718.1571; -2039.9243; -1152.7724; -22211.1869; -2546.6065; -1758.2913; -1171.4682; -1965.5639